1.
Below is a molecular structure, C39H39LaN8O4, with properties calculated with the ωB97M-V functional and the def2-TZVPD basis.

Output
net charge: 0
strongest force on any atom: 3.17 eV/A
energy relative to the best compared isomer or geometry (same formula, charge and spin): 15.5 kcal per mole
E_tot: -62046.410 eV
M: 822.70 g mol⁻¹
gap between HOMO and LUMO (spin up / spin down): 0.226 / 0.218 hartree

Last column: Mulliken charge in e.
Atoms and positions in Å:
1 La 0.519 -0.356 -1.532  2.336
2 O 1.303 1.895 -0.851  -1.252
3 O -1.558 0.704 -1.783  -0.828
4 O -5.980 0.038 4.373  -0.425
5 O -0.312 -2.381 -0.394  -0.070
6 N -0.146 -2.189 -3.189  0.121
7 N -1.136 3.435 3.768  -0.647
8 N 0.339 0.506 -3.876  0.067
9 N 4.066 1.102 -0.874  0.072
10 N 3.071 -0.844 -1.665  -0.496
11 N 5.332 -0.881 -0.874  0.161
12 N -1.373 2.558 4.700  -0.295
13 N 0.691 -0.083 1.059  0.487
14 C -2.250 -4.981 -2.091  -0.837
15 C -1.642 3.571 -4.097  -0.629
16 C -1.364 -3.924 -1.958  0.628
17 C 0.178 -1.903 -4.646  -0.807
18 C -3.236 -5.211 -1.135  -0.589
19 C -6.038 -1.353 4.742  -0.747
20 C 0.494 3.585 0.591  -0.618
21 C -3.076 3.966 -2.201  -0.488
22 C 0.683 1.286 1.398  0.164
23 C 6.354 1.024 0.258  -0.669
24 C -0.681 -3.380 -3.068  -0.603
25 C 0.882 2.251 0.366  0.334
26 C -2.534 4.391 -3.429  -0.843
27 C -1.884 1.838 -2.338  0.376
28 C 0.457 -0.619 3.406  -1.195
29 C -4.156 0.707 5.817  -0.400
30 C -1.142 -3.300 -0.658  0.246
31 C -4.994 0.888 4.703  0.666
32 C 3.119 -2.288 -1.752  -0.016
33 C -4.834 2.007 3.834  -0.517
34 C -3.139 -4.447 0.062  -0.451
35 C -0.300 1.536 -4.289  -0.319
36 C 5.154 1.869 -0.262  -0.625
37 C 5.444 -2.344 -1.004  -0.643
38 C 0.685 -0.965 2.051  -0.091
39 C -0.058 3.957 1.808  -0.430
40 C 4.134 -3.043 -0.799  -1.049
41 C -0.288 2.980 2.808  0.176
42 C 0.731 -0.515 -4.905  -0.887
43 C 6.537 -0.102 -0.727  -0.766
44 C -1.239 2.340 -3.572  0.799
45 C -2.743 2.447 4.885  -0.024
46 C -3.011 1.481 5.875  -0.316
47 C -3.748 2.832 3.926  -0.376
48 C 4.168 -0.219 -1.173  0.320
49 C -2.814 2.692 -1.746  -0.404
50 C 0.169 1.650 2.693  0.239
51 C -2.046 -3.695 0.378  -0.741
52 C 0.352 0.710 3.719  -0.260
53 H 3.803 -2.866 0.208  0.340
54 H 1.827 -0.514 -5.048  0.248
55 H 4.205 -4.079 -1.032  0.457
56 H -2.623 5.398 -3.685  0.394
57 H 5.958 -2.622 -1.920  0.309
58 H 0.702 4.277 -0.218  0.469
59 H 0.513 -1.397 4.175  0.356
60 H -6.571 -1.499 5.711  0.280
61 H -4.372 -0.070 6.560  0.427
62 H -6.579 -1.796 3.919  0.264
63 H 5.511 2.633 -0.933  0.360
64 H 0.194 1.123 4.755  0.490
65 H -3.357 2.300 -0.833  0.325
66 H 4.766 2.428 0.624  0.302
67 H -0.486 4.922 2.049  0.434
68 H 3.323 -2.669 -2.812  0.282
69 H 7.283 1.638 0.288  0.361
70 H -5.452 2.079 2.944  0.359
71 H 0.953 -2.659 -4.978  0.436
72 H -2.218 1.203 6.595  0.333
73 H -1.936 -3.343 1.419  0.368
74 H -3.963 -5.990 -1.329  0.386
75 H 2.067 -2.685 -1.539  -0.270
76 H -0.705 -2.104 -5.339  0.496
77 H 7.292 -0.818 -0.406  0.432
78 H 0.805 -2.017 1.828  0.551
79 H -3.669 4.621 -1.591  0.420
80 H -3.960 -4.560 0.805  0.317
81 H -5.012 -1.809 4.824  0.337
82 H -1.257 3.846 -5.097  0.297
83 H -3.576 3.704 3.234  0.381
84 H -0.743 -4.026 -4.003  0.263
85 H 6.855 0.322 -1.637  0.289
86 H 0.306 -0.175 -5.829  0.412
87 H -2.325 -5.502 -3.017  0.378
88 H 6.099 -2.668 -0.171  0.463
89 H 3.133 1.506 -0.819  -0.058
90 H 6.265 0.738 1.304  0.323
91 H -0.194 1.909 -5.336  0.149

2.
Below is a molecular structure, C39H39N7O2RbSSb, with properties calculated with the ωB97M-V functional and the def2-TZVPD basis.

Output
net charge: 0
strongest force on any atom: 2.81 eV/A
energy relative to the best compared isomer or geometry (same formula, charge and spin): 20.2 kcal per mole
E_tot: -73628.573 eV
M: 877.08 g mol⁻¹
gap between HOMO and LUMO: 0.228 hartree

Last column: Mulliken charge in e.
Atoms and positions in Å:
1 Sb -3.362 0.486 -3.518  0.795
2 Rb 0.953 1.308 0.338  0.643
3 S 4.421 1.632 -0.323  -0.489
4 O -1.380 0.144 4.860  -0.447
5 O -2.015 5.351 0.113  -0.415
6 N 0.614 -1.553 -0.810  0.416
7 N -0.098 4.162 0.223  -0.252
8 N -1.202 2.605 2.291  -0.174
9 N 2.780 -0.680 0.564  1.230
10 N 3.656 -0.256 1.525  -0.968
11 N 0.020 0.222 3.060  0.140
12 N 4.944 1.422 2.263  -0.488
13 C 0.081 5.080 -0.948  -0.184
14 C -1.243 4.397 0.729  0.122
15 C -5.163 1.402 -4.262  -1.427
16 C 4.268 0.820 1.234  0.303
17 C -1.129 4.160 -3.006  0.104
18 C 4.710 -4.547 2.155  -0.714
19 C -0.227 -4.632 2.812  -0.590
20 C 0.474 -4.116 -1.688  -0.761
21 C -0.007 4.285 -2.213  0.516
22 C 1.195 3.574 -2.587  -0.643
23 C -0.105 -2.226 3.006  0.321
24 C 3.594 -3.905 1.639  0.234
25 C 1.615 -2.365 -0.574  -0.080
26 C -2.554 0.082 -5.503  -1.352
27 C -1.056 -2.098 1.976  -0.088
28 C -0.442 -1.957 -1.535  -0.651
29 C -3.008 2.118 3.757  -0.803
30 C -3.714 3.208 3.254  -0.456
31 C -1.789 1.829 3.208  0.211
32 C -0.242 -0.780 5.128  -0.555
33 C -4.412 -1.407 -3.190  -1.247
34 C 0.416 -0.993 3.766  -0.233
35 C 0.371 -3.509 3.362  -0.522
36 C 1.614 -3.692 -1.039  -0.755
37 C 0.079 2.738 -4.530  -0.527
38 C 1.190 2.760 -3.689  -0.747
39 C 3.814 -2.855 0.728  -0.215
40 C 5.156 -2.527 0.400  -0.248
41 C 2.760 -1.904 0.265  -0.166
42 C -1.043 6.063 -0.713  -0.778
43 C -0.972 0.662 3.678  -0.033
44 C -0.556 -3.217 -2.019  -0.377
45 C -1.152 -4.470 1.775  -0.635
46 C 6.233 -3.161 0.915  -0.744
47 C 5.990 -4.179 1.842  -0.571
48 C -1.889 3.634 1.813  0.571
49 C -1.125 3.378 -4.180  -0.941
50 C -1.541 -3.239 1.362  -0.427
51 C -3.122 4.013 2.266  -0.570
52 H 0.068 2.056 -5.411  0.383
53 H -2.024 3.299 -4.830  0.588
54 H 6.795 -4.752 2.224  0.392
55 H -2.066 4.651 -2.739  0.277
56 H -1.450 -3.513 -2.550  0.422
57 H 2.566 -4.195 1.836  0.501
58 H -5.131 2.486 -4.440  0.354
59 H 1.133 -3.606 4.124  0.458
60 H -1.161 -1.214 -1.814  0.390
61 H -0.628 -1.679 5.589  0.339
62 H 2.062 2.177 -3.983  0.451
63 H -1.374 -1.056 1.833  0.248
64 H -1.635 -5.346 1.342  0.399
65 H -5.958 1.224 -3.577  0.424
66 H -4.716 -1.866 -4.152  0.378
67 H 0.400 -5.167 -1.974  0.368
68 H -3.814 -2.136 -2.677  0.227
69 H 0.437 -0.246 5.829  0.313
70 H 7.219 -2.872 0.569  0.413
71 H -5.424 0.995 -5.244  0.417
72 H -1.515 6.414 -1.666  0.362
73 H -2.887 -0.927 -5.743  0.469
74 H 5.267 -1.604 -0.180  0.337
75 H 4.731 1.077 3.204  0.192
76 H -0.004 -5.623 3.142  0.453
77 H 5.470 2.222 2.025  0.164
78 H -5.280 -1.116 -2.594  0.388
79 H 2.033 3.692 -1.917  0.493
80 H 1.092 5.487 -0.918  0.669
81 H -0.696 6.929 -0.117  0.306
82 H -4.727 3.467 3.681  0.344
83 H -3.341 1.480 4.574  0.524
84 H -2.229 -3.041 0.534  0.446
85 H -1.463 0.104 -5.511  0.250
86 H -3.030 0.733 -6.181  0.434
87 H 1.522 -1.062 3.918  0.673
88 H 4.507 -5.369 2.837  0.375
89 H 2.486 -4.282 -0.895  0.622
90 H -3.635 4.914 1.876  0.426

3.
Below is a molecular structure, C39H40AsNPRuSbSe2Te2, with properties calculated with the ωB97M-V functional and the def2-TZVPD basis.

Output
net charge: +1
strongest force on any atom: 3.68 eV/A
2S+1: 2
energy relative to the best compared isomer or geometry (same formula, charge and spin): 36.7 kcal per mole
E_tot: -267105.213 eV
M: 1264.60 g mol⁻¹
gap between HOMO and LUMO (spin up / spin down): 0.235 / 0.182 hartree

Last column: Mulliken spin population.
Atoms and positions in Å:
1 Te 0.327 -2.418 -4.592  0.196
2 Te -2.206 -1.487 -4.494  0.365
3 Sb 0.263 -1.816 0.417  0.026
4 Ru -0.129 0.241 -1.597  0.077
5 Se -2.371 -0.184 -2.406  0.247
6 Se 1.582 -1.136 -2.902  0.072
7 As 0.267 2.171 -3.380  0.014
8 P -0.498 1.880 0.176  0.008
9 N 1.897 0.806 -0.728  0.003
10 C -2.554 2.722 1.928  0.000
11 C 3.263 -2.592 0.131  0.003
12 C -1.598 -4.706 3.140  0.000
13 C -2.281 -3.928 4.069  0.000
14 C -1.042 3.521 -3.869  0.002
15 C 0.586 4.471 0.031  -0.001
16 C -0.531 3.665 -0.176  -0.005
17 C -1.154 -5.561 -2.464  -0.009
18 C -2.065 -4.622 -1.998  0.017
19 C -0.877 -4.104 2.119  0.000
20 C 0.623 -4.389 -1.337  0.007
21 C 4.718 -3.226 1.943  0.000
22 C 3.672 -3.060 2.841  0.000
23 C -0.286 -3.444 -0.870  0.006
24 C 4.514 -2.990 0.589  0.001
25 C -0.620 6.377 -0.807  0.000
26 C -3.746 2.552 2.614  0.000
27 C 1.963 1.018 0.696  0.001
28 C 0.914 1.995 2.639  -0.002
29 C -0.844 -2.713 2.017  -0.002
30 C -2.227 -2.544 3.988  0.000
31 C 0.505 1.412 -5.151  0.014
32 C -4.452 1.360 2.511  -0.001
33 C -2.040 1.687 1.141  -0.009
34 C -1.689 4.223 -0.719  0.002
35 C 1.874 3.268 -3.321  0.004
36 C 0.189 -5.442 -2.134  0.012
37 C -1.736 5.574 -1.022  0.001
38 C 2.014 1.639 3.404  0.000
39 C 0.882 1.647 1.294  0.000
40 C -1.510 -1.936 2.963  0.001
41 C 2.418 -2.669 2.388  0.000
42 C 0.539 5.825 -0.283  0.000
43 C -2.748 0.491 1.058  -0.049
44 C -1.631 -3.567 -1.205  -0.004
45 C 3.055 0.918 2.824  0.000
46 C -3.950 0.326 1.736  -0.020
47 C 2.204 -2.448 1.028  0.002
48 C 3.036 0.607 1.472  0.001
49 H -1.472 -0.855 2.909  0.000
50 H -5.399 1.247 3.024  0.000
51 H 1.405 6.449 -0.104  0.000
52 H 3.901 0.611 3.426  0.000
53 H -2.855 -4.402 4.855  0.000
54 H 1.605 -2.540 3.094  0.000
55 H 2.690 0.292 -1.093  -0.002
56 H -2.042 3.093 -3.857  -0.004
57 H 1.903 3.859 -2.407  0.000
58 H 1.489 4.048 0.457  0.000
59 H -3.118 -4.722 -2.233  0.006
60 H 0.901 -6.183 -2.480  -0.002
61 H -4.135 3.361 3.221  0.000
62 H -4.488 -0.610 1.648  -0.001
63 H 3.829 -3.235 3.899  0.000
64 H 3.863 0.073 1.015  0.000
65 H 2.758 2.633 -3.373  -0.001
66 H 5.694 -3.535 2.297  0.000
67 H -2.642 6.005 -1.428  0.000
68 H -0.658 7.432 -1.046  0.000
69 H 0.081 2.526 3.082  0.000
70 H -1.493 -6.392 -3.070  0.000
71 H -1.621 -5.786 3.215  0.000
72 H 1.861 3.936 -4.180  0.000
73 H -0.408 0.914 -5.465  0.000
74 H -0.811 3.882 -4.869  0.000
75 H -0.333 -4.715 1.408  0.000
76 H -2.034 3.671 1.990  0.000
77 H 1.794 1.675 -1.241  -0.005
78 H 3.117 -2.392 -0.924  -0.004
79 H -2.557 3.596 -0.894  0.000
80 H 5.329 -3.113 -0.114  0.000
81 H 1.320 0.693 -5.145  -0.007
82 H 0.736 2.211 -5.855  0.000
83 H -2.366 -0.313 0.447  0.055
84 H 2.060 1.920 4.448  0.000
85 H 1.671 -4.316 -1.072  -0.009
86 H -2.744 -1.933 4.718  0.000
87 H -1.001 4.347 -3.163  -0.002
88 H -2.352 -2.844 -0.841  -0.007

- Among the records above, which one has the highest energy relative to the best compared isomer or geometry (same formula, charge and spin)?
  C39H40AsNPRuSbSe2Te2

- The lowest M belongs to which entry?
  C39H39LaN8O4

- The highest energy relative to the best compared isomer or geometry (same formula, charge and spin) belongs to which entry?
  C39H40AsNPRuSbSe2Te2

- Which of these has the highest strongest force on any atom?
  C39H40AsNPRuSbSe2Te2